[1]
A molecular structure, C37H23Br2N5O6PbS. Source: the OMol25 dataset; level of theory: ωB97M-V with the def2-TZVPD basis set.

## Properties
- Kohn-Sham gap (eV) = 6.95
- HOMO energy (eV) = -7.26
- E_LUMO (hartree) = -0.0115

Geometry as XYZ:
```
75
C37H23Br2N5O6PbS ωB97M-V with the def2-TZVPD basis set
Pb 0.23053 -0.00280 0.06826
Br -5.46833 5.33421 -2.06038
C -4.14368 4.91293 -3.34299
C -3.98450 3.59989 -3.75714
C -3.00168 3.28952 -4.68417
C -2.19229 4.29963 -5.19763
C -2.40023 5.61704 -4.81431
C -3.36070 5.92866 -3.86543
N -1.19642 4.11655 -6.22165
N -0.36389 3.20240 -6.20148
C -0.22084 2.30989 -5.08613
C -0.23043 0.97190 -5.38183
C -0.13968 -0.01334 -4.38901
C 0.00798 0.32675 -3.05498
O 0.09747 -0.56469 -2.10219
C 0.08481 1.73318 -2.74377
N 0.25443 2.05486 -1.43573
C 0.38824 3.30824 -1.08313
C 0.38514 4.35767 -2.01825
C 0.19868 4.06254 -3.33755
C 0.00375 2.72270 -3.74555
H -4.60723 2.82438 -3.33598
H -2.86889 2.26364 -5.00034
H -1.79510 6.39456 -5.26422
H -3.51203 6.95113 -3.54792
H -0.33856 0.68251 -6.42080
H -0.16894 -1.06258 -4.65292
H 0.52709 3.50924 -0.02626
H 0.53651 5.37521 -1.68590
H 0.21023 4.85035 -4.07780
O 4.54273 -0.24994 0.12516
C 3.34591 -0.45671 0.10306
O 2.40819 0.42270 0.19737
C 2.88393 -1.91295 -0.01820
C 3.85274 -2.93096 -0.16786
C 3.43540 -4.22184 -0.26034
C 2.05262 -4.52302 -0.19288
C 1.54274 -5.84102 -0.26320
C 0.19951 -6.06905 -0.17677
C -0.69631 -4.98849 -0.01688
C -0.23400 -3.70457 0.04714
C 1.15432 -3.44751 -0.04086
N 1.60147 -2.16048 0.03604
H 4.89146 -2.63705 -0.20369
H 4.14628 -5.03106 -0.38174
H 2.23668 -6.66409 -0.38567
H -0.18502 -7.07926 -0.23089
H -1.75906 -5.18411 0.05416
H -0.91622 -2.86992 0.16261
O -4.29150 2.02925 -0.75966
C -4.08083 0.86020 -0.88684
O -2.91066 0.41772 -1.47900
C -4.90754 -0.29434 -0.51778
C -6.15392 -0.24231 0.09539
C -6.79644 -1.43104 0.37792
C -6.19546 -2.65021 0.04705
C -4.95620 -2.70814 -0.56430
C -4.31683 -1.50355 -0.84408
S -2.76030 -1.24325 -1.57905
H -6.59050 0.71896 0.33501
H -7.76732 -1.42549 0.85413
H -6.71380 -3.57400 0.27297
H -4.50747 -3.65980 -0.82064
O 0.20046 -0.72215 7.27898
C 0.04382 -0.74605 5.93854
C 0.11251 -1.91532 5.18496
C -0.06064 -1.81777 3.81958
N -0.29451 -0.66822 3.18016
C -0.35436 0.41508 3.92407
Br -0.69848 2.05760 3.01980
C -0.19669 0.46018 5.29629
H 0.37300 -1.61260 7.60976
H 0.30040 -2.87545 5.65011
H -0.00476 -2.70530 3.19767
H -0.25229 1.38418 5.85178
```

[2]
A molecular structure, C37H23Cl2CrF6N7O3SSbSe in a non-equilibrium geometry. Source: the OMol25 dataset; level of theory: ωB97M-V with the def2-TZVPD basis set.

## Properties
- Kohn-Sham gap (spin up / spin down) (eV) = 2.91 / 4.25
- HOMO energy (spin up / spin down) (eV) = -4.59 / -7.67
- E_LUMO (spin up / spin down) (hartree) = -0.0620 / -0.1257
- spin multiplicity = 6

Geometry as XYZ:
```
82
C37H23Cl2CrF6N7O3SSbSe ωB97M-V with the def2-TZVPD basis set
Cr 1.25478 0.65354 0.35674
Cl -1.51308 4.82070 1.12645
C -0.16201 4.64024 0.11907
C 0.34963 5.72501 -0.57282
C 1.41580 5.57341 -1.44323
Cl 2.02068 6.94632 -2.26144
C 2.01094 4.30622 -1.67355
C 3.08321 4.06588 -2.54940
C 3.57287 2.77247 -2.65245
C 3.01604 1.75819 -1.89103
N 2.01907 1.96039 -1.02882
C 1.51171 3.20896 -0.93601
C 0.44510 3.35189 0.01502
O 0.12738 2.36170 0.73283
H -0.08896 6.69906 -0.42562
H 3.51440 4.87717 -3.11242
H 4.40410 2.54979 -3.29999
H 3.38515 0.74379 -1.97080
Se -4.41085 -3.34863 4.36849
N -2.66839 -3.04301 4.49432
C -2.32395 -2.17554 3.55761
C -0.98833 -1.71454 3.33966
C 0.03341 -2.10505 4.19616
C 1.31549 -1.66512 3.93290
C 1.52499 -0.89854 2.79753
N 0.58230 -0.50236 1.95146
C -0.70809 -0.85583 2.23107
C -1.78465 -0.34410 1.45411
N -1.53099 0.56714 0.49077
C -2.51557 1.15778 -0.13300
C -3.86581 0.81086 0.06059
C -4.15702 -0.18014 0.96457
C -3.12753 -0.76044 1.70295
C -3.38752 -1.72694 2.71909
N -4.57791 -2.24478 2.98382
H -0.21190 -2.72475 5.04430
H 2.14281 -1.89518 4.58341
H 2.53630 -0.59619 2.57149
H -2.96696 2.49560 -1.41382
H -4.63709 1.32791 -0.48650
H -5.16894 -0.50939 1.14833
C -5.21866 -3.62178 -1.87217
C -4.03483 -2.71234 -1.96679
C -3.96384 -1.74042 -2.95843
C -2.88153 -0.88220 -3.02749
C -1.85491 -0.99992 -2.10980
C -1.89779 -1.97181 -1.12596
C -2.98473 -2.82329 -1.05952
S -0.55341 0.28676 -2.21089
O -2.17102 2.12260 -1.01525
O -0.04217 0.15859 -3.57654
N 0.56371 -0.39456 -1.15682
C 1.30911 -1.44511 -1.57973
C 1.02295 -2.35568 -2.59806
C 1.91093 -3.39316 -2.86789
C 3.09631 -3.53772 -2.18088
C 3.44777 -2.61825 -1.17298
C 4.66042 -2.62694 -0.45399
C 4.90611 -1.61353 0.44530
C 3.94422 -0.63110 0.66447
N 2.75769 -0.63225 0.06318
C 2.52882 -1.58923 -0.86739
H -6.01739 -3.28428 -2.52661
H -5.58984 -3.66133 -0.84997
H -4.93824 -4.63235 -2.16434
H -4.76814 -1.65241 -3.67615
H -2.81276 -0.13069 -3.79910
H -1.08714 -2.06190 -0.41814
H -3.02296 -3.58081 -0.29069
H 0.12258 -2.25466 -3.18137
H 1.65729 -4.09438 -3.65002
H 3.77226 -4.34218 -2.41957
H 5.38778 -3.40216 -0.63652
H 5.83160 -1.57131 0.99497
H 4.14718 0.19064 1.33694
F 2.35577 1.75033 1.81547
Sb 1.83292 3.10420 3.29434
F -0.05315 3.36991 3.23717
F 2.20542 4.37583 1.89441
F 1.84487 4.47146 4.59729
F 3.68751 2.82364 3.67357
F 1.42868 1.52028 4.30410
```

[3]
A molecular structure, C37H23Cl2CrF6N7O3SSbSe in a non-equilibrium geometry. Source: the OMol25 dataset; level of theory: ωB97M-V with the def2-TZVPD basis set.

## Properties
- Kohn-Sham gap (spin up / spin down) (eV) = 4.62 / 5.39
- HOMO energy (spin up / spin down) (eV) = -5.31 / -8.50
- E_LUMO (spin up / spin down) (hartree) = -0.0255 / -0.1146
- spin multiplicity = 6

Geometry as XYZ:
```
82
C37H23Cl2CrF6N7O3SSbSe ωB97M-V with the def2-TZVPD basis set
Cr -0.08890 -1.01479 -0.00809
Cl -0.76885 2.58510 3.11832
C 0.81831 1.94977 3.16972
C 1.76535 2.51143 3.99541
C 3.05671 2.00004 4.02875
Cl 4.19740 2.76243 5.05215
C 3.44239 0.86056 3.25825
C 4.72985 0.29681 3.25215
C 4.96285 -0.80940 2.47495
C 3.90850 -1.36324 1.73544
N 2.69331 -0.85261 1.73821
C 2.47372 0.24677 2.44918
C 1.12686 0.82224 2.31543
O 0.31130 0.42099 1.47219
H 1.51090 3.36304 4.60993
H 5.51797 0.73973 3.84476
H 5.94470 -1.25861 2.42924
H 4.05518 -2.23484 1.10987
Se -3.61350 -7.76907 -0.05933
N -2.85375 -6.79412 1.23396
C -2.33979 -5.73857 0.67171
C -1.62019 -4.70028 1.41221
C -1.38290 -4.75492 2.75857
C -0.66685 -3.70734 3.38032
C -0.22797 -2.66043 2.60333
N -0.44758 -2.56714 1.28849
C -1.14532 -3.58553 0.66200
C -1.33828 -3.47532 -0.72101
N -0.84454 -2.35009 -1.33320
C -0.86692 -2.25743 -2.66207
C -1.44371 -3.22054 -3.46663
C -2.02318 -4.34316 -2.86058
C -1.97399 -4.48402 -1.49463
C -2.51166 -5.63294 -0.77158
N -3.15975 -6.60810 -1.34217
H -1.74325 -5.60279 3.32596
H -0.44805 -3.72276 4.43733
H 0.33417 -1.84764 3.04423
H -0.39923 -1.37773 -3.08695
H -1.43139 -3.09866 -4.53877
H -2.49744 -5.11583 -3.45169
C 0.52744 7.16677 -0.62637
C 0.64043 5.70712 -0.96846
C 1.23080 5.29489 -2.15843
C 1.31914 3.94996 -2.48684
C 0.81066 3.01331 -1.60262
C 0.22109 3.39454 -0.40651
C 0.13717 4.73947 -0.09827
S 0.99857 1.30623 -1.99178
O 1.06226 1.18470 -3.41486
O 2.19271 0.91879 -1.20048
N -0.23048 0.56155 -1.30890
C -1.53572 0.92997 -1.65058
C -1.93403 1.73264 -2.69297
C -3.29649 2.06070 -2.86293
C -4.25834 1.59702 -2.01412
C -3.88652 0.75475 -0.93957
C -4.80684 0.21945 -0.01076
C -4.36528 -0.58538 0.99860
C -2.99347 -0.88461 1.08165
N -2.11275 -0.40706 0.23400
C -2.53315 0.41877 -0.76969
H 1.14279 7.77613 -1.28628
H 0.83920 7.35328 0.40178
H -0.50561 7.50681 -0.72204
H 1.63255 6.03555 -2.83880
H 1.78371 3.62322 -3.40748
H -0.17716 2.64199 0.26089
H -0.32804 5.04634 0.83171
H -1.20853 2.10906 -3.40006
H -3.57272 2.69650 -3.69387
H -5.30073 1.85310 -2.15156
H -5.85912 0.45484 -0.11499
H -5.04322 -1.01188 1.72380
H -2.61793 -1.53991 1.85720
F 1.56326 -1.56782 -0.53604
Sb 3.96990 -0.22263 -1.76522
F 4.25312 -1.83033 -0.82094
F 4.52264 0.64138 -0.17914
F 5.64569 -0.59286 -2.54152
F 4.12643 1.40185 -2.73118
F 2.93412 -1.05919 -3.07176
```

[4]
A molecular structure, C37H23F5N2PPdSSe in a non-equilibrium geometry. Source: the OMol25 dataset; level of theory: ωB97M-V with the def2-TZVPD basis set.

## Properties
- Kohn-Sham gap (eV) = 6.50
- total charge = -1
- HOMO energy (eV) = -3.96
- E_LUMO (hartree) = 0.0935

Geometry as XYZ:
```
71
C37H23F5N2PPdSSe ωB97M-V with the def2-TZVPD basis set
Pd -0.04430 -0.27990 0.68660
S 0.33260 3.53010 -2.30310
C -1.31210 3.78640 -1.80350
C -2.20790 4.73080 -2.25800
C -3.50310 4.68980 -1.76510
C -3.87580 3.73810 -0.81870
C -2.97500 2.81450 -0.33680
C -1.66990 2.81100 -0.83950
N -0.69560 1.93080 -0.53200
C 0.40400 2.11160 -1.22400
C 1.54600 1.24870 -1.23340
C 2.69130 1.56650 -1.98570
C 3.75100 0.69180 -2.06540
C 3.71170 -0.52440 -1.39850
C 2.60610 -0.84690 -0.61160
C 1.53710 0.01710 -0.54060
H -1.91000 5.46840 -2.99020
H -4.23220 5.39580 -2.13390
H -4.89770 3.72380 -0.46320
H -3.27240 2.08610 0.40250
H 2.72600 2.51020 -2.51330
H 4.61830 0.95580 -2.65640
H 4.53310 -1.22110 -1.48550
H 2.59450 -1.78600 -0.06130
F -1.76740 -0.52980 7.42350
C -1.14590 -0.18120 6.27770
C -1.02430 -1.09230 5.23670
F -1.52510 -2.33470 5.36140
C -0.38000 -0.71690 4.07710
F -0.29410 -1.58820 3.03450
C 0.20970 0.55620 3.90540
Se 1.18250 0.94520 2.32940
C 0.06490 1.45200 4.96850
F 0.58640 2.68640 4.86510
C -0.60000 1.10830 6.13090
F -0.70820 1.99610 7.14360
N -0.93550 -1.05110 -0.91440
P -2.11420 -1.85940 -0.31130
C -1.67750 -3.51460 0.32220
C -0.43690 -3.64720 0.93590
C -0.11580 -4.81630 1.59720
C -1.03310 -5.85940 1.64310
C -2.26680 -5.73330 1.01890
C -2.59130 -4.56700 0.35410
C -3.40940 -2.16570 -1.56270
C -4.58450 -1.42500 -1.55800
C -5.49110 -1.54040 -2.59390
C -5.21200 -2.37050 -3.66860
C -4.01710 -3.07540 -3.70390
C -3.11760 -2.97230 -2.65960
C -3.02740 -1.23150 1.16780
C -2.50700 -0.13940 1.86080
C -3.05100 0.25490 3.07000
C -4.11760 -0.45070 3.61300
C -4.65370 -1.52600 2.92180
C -4.11810 -1.91610 1.71040
H 0.27500 -2.80980 0.88240
H 0.84180 -4.90600 2.09130
H -0.78930 -6.76660 2.17770
H -2.98520 -6.54310 1.06680
H -3.54510 -4.46600 -0.14790
H -4.78330 -0.75630 -0.73110
H -6.41430 -0.97650 -2.57340
H -5.91590 -2.45560 -4.48330
H -3.78800 -3.70150 -4.55510
H -2.17840 -3.50910 -2.68700
H -1.67810 0.44720 1.41280
H -2.64610 1.11680 3.58330
H -4.52990 -0.15130 4.56550
H -5.49270 -2.06860 3.33750
H -4.54410 -2.75600 1.17810
```

[5]
A molecular structure, C37H25Br3Cl7N4OTi. Source: the OMol25 dataset; level of theory: ωB97M-V with the def2-TZVPD basis set.

## Properties
- Kohn-Sham gap (spin up / spin down) (eV) = 5.23 / 7.32
- total charge = +1
- HOMO energy (spin up / spin down) (eV) = -8.61 / -10.84
- E_LUMO (spin up / spin down) (hartree) = -0.1241 / -0.1294
- spin multiplicity = 3

Geometry as XYZ:
```
78
C37H25Br3Cl7N4OTi ωB97M-V with the def2-TZVPD basis set
Ti 0.62971 -0.02881 0.31854
Br -5.00101 3.58000 1.61078
C -3.44251 2.59708 1.25276
C -2.38784 3.18752 0.55969
C -1.27279 2.42551 0.31178
N -1.15134 1.14489 0.70079
C -2.15919 0.59699 1.40436
C -3.33063 1.29583 1.68819
C -1.88975 -0.76140 1.87098
C -2.79627 -1.51184 2.61784
C -2.43894 -2.77638 3.02584
Br -3.62870 -3.81814 4.03507
C -1.18264 -3.27904 2.68546
C -0.34735 -2.48130 1.94599
N -0.67162 -1.23972 1.52861
H -2.43804 4.21455 0.22976
H -0.42069 2.84623 -0.20562
H -4.13325 0.84186 2.24903
H -3.76413 -1.11221 2.87938
H -0.86787 -4.26393 2.99754
H 0.63587 -2.83588 1.66901
Cl 0.10096 1.75166 3.43785
C 1.47360 2.30165 2.50048
C 1.78207 1.65336 1.30703
C 2.93352 2.11871 0.68690
Cl 3.46438 1.30056 -0.77896
C 3.71817 3.16944 1.15584
Cl 5.11957 3.68988 0.30583
C 3.34388 3.80251 2.33850
Cl 4.26940 5.11439 2.94666
C 2.21539 3.35856 3.02637
Cl 1.76935 4.11672 4.50391
Br -3.65359 -2.65480 -5.17754
C -2.26640 -2.46586 -3.91288
C -1.01420 -2.04626 -4.32752
C -0.00770 -1.87361 -3.38750
C -0.26667 -2.10660 -2.04451
C -1.52362 -2.53955 -1.63704
C -2.52267 -2.73297 -2.57562
N 0.72685 -1.84714 -1.05561
C 1.78690 -2.55412 -1.03849
C 2.77758 -2.28989 0.00967
C 3.92492 -3.04695 0.15081
C 4.77359 -2.77231 1.21606
C 4.43049 -1.76381 2.09671
C 3.26873 -1.03634 1.87147
N 2.45723 -1.28186 0.84440
H -0.82640 -1.84838 -5.37369
H 0.97313 -1.52925 -3.69390
H -1.71455 -2.72741 -0.58814
H -3.50072 -3.07845 -2.27005
H 1.95357 -3.36675 -1.74526
H 4.14371 -3.83665 -0.55533
H 5.68079 -3.34420 1.35562
H 5.04828 -1.52295 2.95012
H 2.98158 -0.22834 2.52923
C 1.13436 2.07790 -3.45885
C 0.08781 1.37375 -2.64957
O 0.41586 0.84671 -1.58542
C -1.30725 1.33116 -3.12510
C -2.27642 0.66363 -2.37408
C -3.58510 0.60827 -2.81360
C -3.94117 1.21971 -4.00951
C -2.98724 1.89100 -4.76216
C -1.67546 1.94863 -4.32295
H 2.10684 1.94094 -2.99617
H 0.90663 3.14573 -3.50122
H 1.14646 1.70980 -4.48497
H -1.98995 0.17843 -1.45214
H -4.32977 0.08083 -2.23152
H -4.96459 1.16999 -4.35712
H -3.26603 2.36834 -5.69151
H -0.94296 2.47608 -4.91796
Cl 3.30814 0.49977 5.07472
C 1.89146 -0.27548 5.79701
Cl 1.13491 -1.45829 4.71272
H 1.16080 0.49505 6.01145
H 2.21053 -0.79673 6.69077
```

[6]
A molecular structure, C37H26BaBrN3O5Si in a non-equilibrium geometry. Source: the OMol25 dataset; level of theory: ωB97M-V with the def2-TZVPD basis set.

## Properties
- Kohn-Sham gap (eV) = 7.29
- HOMO energy (eV) = -8.58
- E_LUMO (hartree) = -0.0476

Geometry as XYZ:
```
74
C37H26BaBrN3O5Si ωB97M-V with the def2-TZVPD basis set
Ba -0.11110 -1.31050 -0.28412
O 6.99973 -1.78891 3.88635
N 6.63868 -1.66578 2.74031
O 7.34280 -1.31524 1.81633
C 5.18711 -1.88163 2.43695
C 4.55246 -2.74968 3.21576
C 3.17068 -3.06408 2.97480
C 2.47578 -4.00784 3.74873
C 1.16601 -4.27819 3.47216
C 0.55612 -3.57170 2.42534
N 1.18181 -2.67159 1.69573
C 2.49066 -2.42610 1.95087
C 3.21397 -1.48893 1.08943
N 2.53142 -0.94718 0.05102
C 3.16220 -0.14276 -0.78017
C 4.49554 0.23948 -0.59304
C 5.18968 -0.28454 0.45875
C 4.56144 -1.20780 1.32287
H 5.08471 -3.22571 4.02825
H 2.99231 -4.51737 4.55408
H 0.60189 -5.00804 4.03698
H -0.48439 -3.76145 2.17644
H 2.59429 0.21630 -1.63619
H 4.96455 0.93276 -1.28039
H 6.22267 -0.01502 0.61689
O -0.95980 0.43350 0.85834
Si -1.56839 1.90310 0.58579
C -3.40158 1.87613 0.17955
C -4.39144 2.36372 1.04337
C -5.74450 2.27634 0.71820
C -6.13692 1.69297 -0.48015
C -5.17659 1.20262 -1.36017
C -3.82995 1.30150 -1.03235
C -0.70822 2.67001 -0.91047
C -1.32614 3.50880 -1.84931
C -0.61644 4.03335 -2.92868
C 0.72912 3.72804 -3.09932
C 1.36877 2.90498 -2.18031
C 0.65405 2.39112 -1.10544
C -1.30046 3.06124 2.03261
C -0.73239 2.57761 3.22119
C -0.51415 3.41695 4.31419
C -0.86350 4.75902 4.23752
C -1.42877 5.26188 3.06830
C -1.64125 4.42065 1.98240
H -4.10422 2.81989 1.98663
H -6.49185 2.66420 1.40060
H -7.18846 1.62465 -0.73234
H -5.47673 0.75111 -2.30003
H -3.09439 0.93654 -1.74756
H -2.38080 3.74869 -1.74422
H -1.11676 4.67926 -3.64171
H 1.27710 4.13131 -3.94229
H 2.42205 2.67528 -2.30266
H 1.17194 1.77761 -0.37169
H -0.45968 1.52693 3.28213
H -0.07319 3.02449 5.22442
H -0.69633 5.41458 5.08494
H -1.70057 6.30839 3.00552
H -2.07798 4.83149 1.07467
Br -2.96957 -2.06711 -2.15839
C -2.18987 -3.20291 -3.47108
C -2.99465 -3.72509 -4.46418
C -2.41898 -4.56347 -5.41339
C -1.06470 -4.86812 -5.35316
C -0.27544 -4.32828 -4.34588
C -0.83428 -3.48277 -3.39399
C -0.01634 -2.84666 -2.29955
O 0.05135 -3.44634 -1.18946
O 0.43264 -1.68212 -2.51268
H -4.04949 -3.48200 -4.49868
H -3.03558 -4.97837 -6.20169
H -0.62187 -5.52504 -6.09454
H 0.78413 -4.55815 -4.29909
```

Short version: E = -214647.0023; -207810.5670; -207811.6474; -144260.6416; -367680.6386; -132114.8680 eV, in the order given.